A molecular structure, Cl4Mg in a non-equilibrium geometry, computed with ωB97M-V/def2-TZVPD.

Last column: Mulliken spin population.
Element x y z (Å)
Mg: 0.0119 -0.1103 0.2478  -0.0269
Cl: -0.1146 -2.6602 0.2686  0.0339
Cl: -1.0508 1.9012 1.3455  0.3986
Cl: 2.1042 0.4850 -0.0642  0.0048
Cl: -0.9506 0.3843 -1.7977  0.5896

The value obtained for the HOMO energy (alpha / beta) is -6.044 / -6.023 eV. The calculation puts the relative energy (zero: lowest compared OMol25 entry of this formula, charge and spin) at 0.3032 eV. The spin multiplicity is 2. The HOMO-LUMO gap (alpha / beta) is 0.3424 / 0.1547 Eh. Its expectation value of S² is 0.757. The total energy comes out at -2041.09204 Eh. Its total charge is -1.